C6H24FeN12O6 as an isolated structure in a non-equilibrium geometry. Source: the Open Molecules 2025 dataset; level of theory: ωB97M-V/def2-TZVPD.

Each line ends with the Löwdin charge.
Element x y z (Å)
1 Fe 0.162 0.224 0.293  0.808
2 C 0.777 2.662 -1.725  -0.748
3 O 0.774 1.741 -0.970  0.032
4 N 0.986 2.534 -2.984  0.215
5 N 0.288 3.853 -1.466  0.176
6 H 1.064 1.551 -3.201  0.134
7 H 1.040 3.353 -3.572  0.139
8 H 0.503 4.598 -2.113  0.134
9 H 0.175 4.052 -0.482  0.133
10 C -1.310 -1.210 -2.344  -0.685
11 O -0.711 -0.555 -1.531  0.028
12 N -1.948 -2.367 -2.143  0.185
13 N -1.341 -0.935 -3.629  0.187
14 H -2.522 -2.777 -2.865  0.121
15 H -2.029 -2.707 -1.195  0.080
16 H -0.724 -0.190 -3.922  0.120
17 H -1.908 -1.488 -4.255  0.126
18 C -1.132 -2.430 1.504  -0.682
19 O -0.816 -1.216 1.384  -0.016
20 N -0.345 -3.331 1.923  0.180
21 N -2.218 -3.041 1.160  0.193
22 H -0.605 -4.300 2.033  0.140
23 H 0.421 -3.050 2.519  0.148
24 H -3.048 -2.520 0.917  0.143
25 H -2.255 -4.023 1.394  0.135
26 C 1.897 1.346 2.880  -0.722
27 O 1.226 0.928 1.960  0.014
28 N 2.690 0.678 3.646  0.201
29 N 1.838 2.597 3.249  0.191
30 H 2.726 -0.324 3.531  0.133
31 H 3.348 1.197 4.210  0.132
32 H 1.249 3.185 2.677  0.130
33 H 2.292 2.859 4.113  0.128
34 C -2.466 2.066 0.400  -0.724
35 O -1.552 1.352 0.670  0.027
36 N -2.513 2.902 -0.629  0.203
37 N -3.636 1.915 0.910  0.194
38 H -1.651 3.090 -1.122  0.078
39 H -3.393 3.384 -0.743  0.123
40 H -4.389 2.572 0.763  0.129
41 H -3.886 1.034 1.337  0.135
42 C 2.578 -1.985 -0.363  -0.668
43 O 1.807 -0.988 -0.201  -0.045
44 N 2.149 -3.127 0.014  0.192
45 N 3.837 -1.975 -0.659  0.211
46 H 1.161 -3.298 0.138  0.102
47 H 2.704 -3.970 -0.021  0.133
48 H 4.443 -2.783 -0.624  0.136
49 H 4.262 -1.083 -0.864  0.138

Forces on atoms 1 to 3 (eV/Å):
0.217 -0.036 -0.195
-1.414 1.204 -0.436
0.656 -2.420 2.741

Calculated values
* energy relative to the best compared isomer or geometry (same formula, charge and spin): 2.750 eV
* charge: +2
* gap between HOMO and LUMO (spin up / spin down): 10.49 / 8.35 eV
* spin multiplicity: 5
* E: -71157.94039 eV
* <S²>: 6.01